Density functional theory data (the ωB97M-V functional and the def2-TZVPD basis) for C26H25I2N4Re as an isolated structure.

Properties
Strongest force on any atom: 0.69 eV/Å
DFT total energy: -1896.9690 a.u.
Total charge: +4
Gap between HOMO and LUMO: 5.858 eV
Spin multiplicity: 1

The geometry in XYZ format:
```
58
Properties=species:S:1:pos:R:3:forces:R:3
Re 0.6533 -0.0034 -0.1404 -0.6597 -0.2173 0.0055
C 1.1900 0.0101 -3.2380 0.0563 -0.0238 0.0586
C 0.2874 -1.2076 -3.3461 -0.0332 -0.0164 -0.0324
C 0.2780 -2.2563 -2.2537 0.0266 -0.0021 -0.0492
C 0.2164 -3.5766 -2.6734 -0.0148 -0.0057 0.0098
C 0.1070 -4.6178 -1.7663 0.0098 0.0179 0.0091
C 0.0615 -4.3090 -0.4117 0.0148 0.0097 -0.0022
C 0.1450 -2.9940 -0.0384 0.0183 -0.0493 0.0246
N 0.2606 -1.9572 -0.9184 0.2026 0.0814 -0.1666
N 0.7280 0.9448 -2.1763 -0.1503 0.0230 0.1070
C -0.6377 1.4727 -2.5136 0.0436 -0.0025 -0.0564
C -1.7361 0.8067 -1.7441 -0.0039 0.0424 -0.0615
C -3.0510 0.8901 -2.1589 0.0036 0.0037 0.0016
C -4.0538 0.3542 -1.3643 0.0117 -0.0029 0.0066
C -3.7086 -0.2576 -0.1600 0.0060 0.0039 -0.0019
C -2.3857 -0.3219 0.1944 0.0046 -0.0328 0.0540
N -1.3997 0.1985 -0.5821 0.1881 -0.0152 0.1913
C 1.6350 2.1089 -2.0031 0.0342 0.0037 0.0297
C 1.2395 2.8154 -0.7300 -0.0039 -0.0344 -0.0089
C 1.4361 4.1634 -0.5445 -0.0039 0.0159 0.0136
C 1.0111 4.7603 0.6396 -0.0050 -0.0155 0.0049
C 0.3836 3.9817 1.6120 0.0154 -0.0160 -0.0150
C 0.2356 2.6365 1.3913 -0.0006 0.0379 0.0253
N 0.6651 2.0362 0.2466 0.3195 0.0643 -0.2274
H 1.1986 0.5357 -4.1965 -0.0074 -0.0106 -0.0128
H 2.2231 -0.2751 -3.0257 -0.0111 -0.0136 0.0183
H 0.5716 -1.7211 -4.2644 0.0093 0.0092 -0.0012
H -0.7482 -0.8980 -3.5231 0.0032 0.0018 0.0049
H 0.2467 -3.7885 -3.7338 0.0020 -0.0007 0.0007
H 0.0597 -5.6441 -2.1091 -0.0152 -0.0015 0.0033
H -0.0244 -5.0767 0.3452 -0.0030 -0.0027 -0.0038
H 0.1479 -2.7344 1.0073 -0.0082 0.0085 0.0144
H -0.8141 1.3898 -3.5875 0.0099 0.0151 -0.0003
H -0.6649 2.5402 -2.2839 -0.0291 0.0008 0.0183
H -3.2876 1.3829 -3.0937 -0.0068 -0.0019 0.0006
H -5.0900 0.4158 -1.6739 -0.0011 -0.0019 -0.0019
H -4.4601 -0.6798 0.4931 -0.0057 -0.0005 -0.0038
H -2.0750 -0.7961 1.1144 -0.0132 0.0112 -0.0213
H 1.5731 2.7905 -2.8551 -0.0020 0.0019 -0.0022
H 2.6708 1.7595 -1.9544 -0.0156 0.0067 0.0165
H 1.9009 4.7530 -1.3249 0.0029 -0.0011 0.0016
H 1.1510 5.8238 0.7942 -0.0060 0.0010 -0.0035
H 0.0159 4.4198 2.5301 0.0042 -0.0006 0.0020
H -0.2433 1.9954 2.1176 -0.0155 0.0133 -0.0063
I 3.2749 -0.6419 -0.1923 -0.0170 0.0831 0.0738
I 4.1299 -1.7409 2.0846 0.0068 0.0032 -0.0161
C 0.4996 -0.4477 1.6136 0.1012 0.0659 -0.0001
C 0.4374 -0.6255 2.9720 -0.0988 -0.0193 -0.0447
C -0.4065 -1.6277 3.5379 0.0093 -0.0229 0.0577
C -0.4453 -1.7827 4.9005 0.0028 0.0164 0.0002
C 0.3441 -0.9629 5.7163 -0.0143 -0.0131 0.0081
C 1.1774 0.0261 5.1791 -0.0181 -0.0005 -0.0159
C 1.2278 0.2087 3.8204 0.0406 -0.0052 0.0083
H -1.0202 -2.2579 2.9056 0.0219 0.0147 -0.0119
H -1.0842 -2.5330 5.3467 0.0029 -0.0019 0.0024
H 0.3059 -1.0965 6.7912 0.0066 0.0027 0.0001
H 1.7754 0.6435 5.8362 -0.0038 0.0013 0.0022
H 1.8716 0.9677 3.3913 -0.0115 -0.0285 -0.0076
```
Positions in Å, forces in eV/Å.

=====

Density functional theory data (the ωB97M-V functional and the def2-TZVPD basis) for C44H47Ge2IPSTi as an isolated structure.

Properties
Strongest force on any atom: 1.88 eV/Å
Energy relative to the best compared isomer or geometry (same formula, charge and spin): 31.4 kcal per mole
DFT total energy: -7745.0901 a.u.
Total charge: +1
Gap between HOMO and LUMO (spin up / spin down): 6.659 / 6.661 eV
Spin multiplicity: 1

The geometry in XYZ format:
```
97
Properties=species:S:1:pos:R:3:forces:R:3
Ti -0.3044 0.0858 -0.3419 -0.0452 1.1342 0.5280
I -0.4751 -0.0150 2.5932 -0.4560 -0.3641 0.9155
C -1.4602 -1.6338 3.6496 0.4783 0.5363 -0.0418
C -1.4558 -1.4512 5.0122 0.1888 0.2700 -0.6032
C -2.0894 -2.3616 5.8634 -0.2438 -0.3083 -0.0676
C -2.7369 -3.4291 5.3137 0.1462 0.2167 0.2243
C -2.7307 -3.6535 3.9215 0.0644 0.1706 -0.1156
C -3.3879 -4.8043 3.4404 0.0488 -0.0477 -0.2886
C -3.3437 -5.1336 2.1168 -0.1435 -0.0181 0.3941
C -2.6567 -4.2971 1.2399 0.2742 0.4372 -0.0195
C -2.0502 -3.1208 1.6431 0.2283 0.0040 -0.0393
P -1.2919 -2.2161 0.2175 -1.3349 -1.2286 -0.4919
C -2.8141 -1.6556 -0.6677 0.3958 0.1487 0.0606
C -3.7865 -2.4515 -1.2701 0.0656 0.0901 -0.0837
C -4.8817 -1.8585 -1.8791 0.1059 -0.1875 0.0533
C -5.0234 -0.4808 -1.8946 0.1476 0.1902 0.1225
C -4.0689 0.3270 -1.2944 -0.1020 0.1870 0.0006
C -2.9756 -0.2623 -0.6843 0.3429 -0.3935 0.1174
C -0.5464 -3.6349 -0.6596 0.3764 0.4627 -0.0213
C -0.8618 -4.0972 -1.9324 -0.1952 0.0613 0.1672
C -0.1100 -5.1178 -2.4922 0.0162 -0.0675 0.0107
C 0.9714 -5.6524 -1.8112 0.0702 0.0621 -0.0787
C 1.3115 -5.1704 -0.5560 -0.0712 -0.0485 0.0066
C 0.5466 -4.1762 0.0216 -0.1866 0.0502 0.0723
C -2.0583 -2.7546 3.0223 -0.2013 -0.2738 0.1350
H -0.9627 -0.5884 5.4339 0.0332 0.0631 0.0280
H -2.0675 -2.2021 6.9308 -0.0238 0.0048 0.0457
H -3.2569 -4.1417 5.9365 -0.0275 -0.0477 0.0809
H -3.9080 -5.4261 4.1540 -0.0225 -0.0894 0.0390
H -3.8188 -6.0283 1.7462 -0.0414 -0.0765 -0.0215
H -2.5805 -4.5994 0.2063 -0.0234 -0.0339 -0.0183
H -3.7045 -3.5286 -1.2741 0.0234 -0.0188 0.0260
H -5.6344 -2.4819 -2.3377 -0.0589 -0.0453 -0.0475
H -5.8870 -0.0338 -2.3577 -0.1153 0.0741 -0.0968
H -4.1823 1.4026 -1.2788 0.0139 0.0312 -0.0136
H -2.2409 0.3799 -0.1596 -1.2879 0.1296 -0.0682
H -1.6889 -3.6747 -2.4865 0.0212 0.0290 -0.0143
H -0.3651 -5.4881 -3.4713 -0.0407 -0.0561 -0.1504
H 1.5660 -6.4301 -2.2674 0.0114 -0.0600 -0.0300
H 2.1722 -5.5623 -0.0377 0.0654 -0.0764 0.0948
H 0.7833 -3.8068 1.0145 0.0928 -0.0659 -0.0254
C -0.3012 2.3402 -5.2077 0.0043 -0.1374 0.0780
C -0.7427 2.1978 -3.7626 0.1269 -0.5997 0.6113
Ge 0.0187 0.5870 -2.7911 0.2737 -0.4112 -1.4004
C -0.6500 -1.1687 -3.5869 0.0583 0.5669 0.3899
C -0.3121 -1.4021 -5.0494 -0.0057 0.0609 0.0868
C 1.9525 0.5319 -3.1274 -0.4260 0.1407 0.1257
C 2.8786 0.2087 -2.2166 -0.7442 -0.0560 0.6326
Ge 2.2198 -0.0282 -0.3129 1.3306 -0.0266 -0.1984
C 2.5919 1.6674 0.7621 -0.2291 -0.3098 -0.2404
C 4.0259 2.0973 1.0182 -0.0484 -0.1571 -0.0271
C 2.8852 -1.7059 0.6700 -0.4705 0.5085 -0.3570
C 4.3692 -1.9442 0.9064 -0.0638 0.0900 -0.0937
C 4.3058 0.0940 -2.5203 0.5195 -0.0511 -0.0795
C 5.2309 0.1305 -1.4800 -0.2296 0.0237 -0.1582
C 6.5886 0.0470 -1.7166 0.1217 -0.0026 0.0527
C 7.0549 -0.0978 -3.0108 0.0148 0.0162 0.0846
C 6.1507 -0.1470 -4.0587 -0.0135 0.0227 -0.1099
C 4.7932 -0.0494 -3.8225 -0.0423 -0.0047 0.1072
H -0.6461 3.2928 -5.6041 0.0032 0.0703 -0.1356
H -0.7183 1.5464 -5.8183 0.0214 -0.0649 -0.1999
H 0.7804 2.3113 -5.2911 0.1704 0.0221 -0.1277
H -1.8320 2.1333 -3.7222 -0.0357 0.0445 0.1190
H -0.4243 3.0775 -3.2006 -0.0494 -0.0616 0.1399
H -1.7314 -1.2443 -3.4301 0.0198 -0.0215 0.0761
H -0.1661 -1.9397 -2.9764 -0.0777 0.0950 -0.0433
H -0.7985 -0.6678 -5.6848 -0.0403 0.0210 -0.1436
H -0.6416 -2.3926 -5.3617 0.0161 -0.0838 -0.1329
H 0.7600 -1.3321 -5.2101 0.1494 -0.0181 -0.1101
H 2.2448 0.7810 -4.1423 0.2351 -0.0024 -0.1222
H 2.0697 1.5360 1.7182 0.0062 0.0474 -0.1027
H 2.0793 2.4696 0.2247 0.0506 -0.1754 0.1055
H 4.5914 1.3121 1.5153 0.2050 0.0064 0.0352
H 4.0296 2.9753 1.6622 0.0770 0.0722 0.0561
H 4.5172 2.3619 0.0847 0.1474 -0.0003 0.0184
H 2.4879 -2.5487 0.0981 -0.0651 0.1375 0.0644
H 2.3686 -1.6850 1.6374 -0.0959 -0.0156 -0.1106
H 4.8941 -2.0811 -0.0352 0.1284 0.0050 0.0075
H 4.5025 -2.8468 1.5029 0.0589 -0.0491 0.0466
H 4.8249 -1.1186 1.4464 0.1611 0.0615 0.0470
H 4.8580 0.2351 -0.4733 0.1423 0.0117 0.0848
H 7.2805 0.0948 -0.8904 0.1049 -0.0153 0.1034
H 8.1126 -0.1754 -3.2015 0.1534 -0.0022 -0.0341
H 6.5102 -0.2600 -5.0693 0.0308 -0.0266 -0.1377
H 4.1098 -0.0922 -4.6566 -0.0896 -0.0476 -0.0673
S -0.4233 2.4005 -0.1207 0.2859 -0.5454 0.0969
C -1.9197 3.3204 0.0502 -0.2362 -0.0863 0.0819
C -2.5780 3.7742 -1.0874 0.1068 -0.1155 0.0108
C -3.6328 4.6579 -0.9629 -0.0512 0.0363 -0.0013
C -4.0312 5.0881 0.2918 -0.0699 0.0394 0.0358
C -3.3947 4.6083 1.4260 -0.0569 0.0522 0.0348
C -2.3378 3.7230 1.3132 0.0854 -0.0899 -0.0452
H -2.2394 3.4589 -2.0615 0.0167 0.0130 -0.0468
H -4.1214 5.0264 -1.8528 -0.0697 0.0502 -0.0381
H -4.8254 5.8115 0.3832 -0.1347 0.0441 0.0397
H -3.7043 4.9437 2.4038 -0.0522 0.0340 0.0906
H -1.8122 3.3656 2.1894 -0.0181 0.0389 0.0153
```
Positions in Å, forces in eV/Å.

=====

Question: Which formula does entry 1 have?
Answer: C26H25I2N4Re

=====

Question: Which value of strongest force on any atom does entry 2 give?
Answer: 1.88 eV/Å